Record 1
The following is a DFT calculation (ωB97M-V with the def2-TZVPD basis set) of C16H24O4S in the gas phase at a distorted geometry.

Calculated values
**ΔE to the lowest compared entry with this formula, charge and spin**: 1.357 eV
**SMILES string**: CC1(C)OC(C)(C)[C@@]2(OC3=C(S2)C(C)(C)OC3(C)C)C1=O
**E_LUMO**: 0.55 eV

```
! RIJCOSX wB97M-V def2-TZVPD def2/J DEFGRID3
* xyz 0 1
C -1.77279 0.67381 4.14332
C -0.66195 0.59891 3.10716
C 0.63398 0.22566 3.87230
O -0.47665 1.89488 2.47004
C -0.94921 1.84413 1.08312
C -0.20582 2.88346 0.27587
C -2.47349 2.19442 1.05816
C -0.66614 0.39316 0.60401
O 0.72399 0.15157 0.33135
C 0.79288 -0.53392 -0.84039
C -0.28897 -0.79453 -1.51102
S -1.75058 -0.17794 -0.82903
C -0.02476 -1.45223 -2.80628
C -0.55999 -2.88454 -2.86128
C -0.50841 -0.60002 -3.99123
O 1.42415 -1.51164 -2.85647
C 1.96533 -1.03019 -1.61602
C 2.65281 -2.14650 -0.88301
C 2.82645 0.15160 -1.89777
C -1.01076 -0.32204 1.90915
O -1.45798 -1.47628 2.01503
H -1.69118 -0.23859 4.72733
H -2.73494 0.69861 3.64699
H -1.72261 1.59270 4.76739
H 0.81708 0.94705 4.67008
H 1.51486 0.18984 3.21636
H 0.50984 -0.76616 4.25797
H 0.85360 2.82475 0.46955
H -0.49216 3.87535 0.50614
H -0.38067 2.68541 -0.80241
H -3.07409 1.41665 1.50465
H -2.76314 2.34878 0.02220
H -2.65168 3.15710 1.63008
H -1.66275 -2.86077 -2.81322
H -0.24649 -3.34992 -3.79489
H -0.18437 -3.48460 -2.00692
H -0.08925 0.43312 -3.97791
H -1.61758 -0.54169 -3.93674
H -0.21647 -1.06133 -4.89502
H 3.07387 -1.79144 0.06682
H 1.95623 -2.94358 -0.62191
H 3.44354 -2.56622 -1.49046
H 3.63882 -0.15123 -2.56681
H 3.25043 0.53617 -1.00186
H 2.25697 0.96821 -2.35442
*
```

Here are the Mulliken charges for atoms 1 to 5, given in e: -1.6113, 1.6294, -1.6673, -0.5324, 1.3587



Record 2
The following is a DFT calculation (ωB97M-V with the def2-TZVPD basis set) of C28H40N4O6 in the gas phase.

Calculated values
**ΔE to the lowest compared entry with this formula, charge and spin**: 0.556 eV
**SMILES string**: CC(C)C[C@H](NC(=O)c1nc[nH]c1C(=O)N[C@@H](CC(C)C)C(=O)OC(C)(C)C)C(=O)OCc1ccccc1
**E_LUMO**: 0.68 eV

```
! RIJCOSX wB97M-V def2-TZVPD def2/J DEFGRID3
* xyz 0 1
C 3.78453 -3.33373 2.10936
C 2.95556 -2.91311 0.89606
C 1.57149 -3.55522 0.96424
C 2.87145 -1.38012 0.83723
C 2.64440 -0.80743 -0.57799
N 1.37226 -1.17276 -1.13792
C 0.23026 -0.54213 -0.83458
O 0.17740 0.40104 -0.04744
C -0.93693 -1.10634 -1.52671
N -0.77666 -2.18183 -2.35576
C -1.95949 -2.46366 -2.82306
N -2.89746 -1.62598 -2.33799
C -2.27610 -0.74422 -1.50305
C -3.10913 0.28433 -0.84465
O -4.31957 0.30228 -1.03954
N -2.45523 1.13153 -0.04655
C -3.15599 2.22648 0.58213
C -2.17206 3.25996 1.13016
C -1.24793 2.73707 2.23691
C -0.22882 3.82057 2.58646
C -2.03236 2.33381 3.48285
C -4.03819 2.90150 -0.48079
O -3.62055 3.22868 -1.56087
O -5.25143 3.10315 -0.00203
C -6.30401 3.66061 -0.83281
C -7.54663 3.59752 0.05534
C -6.49050 2.79905 -2.07997
C -5.96971 5.10655 -1.19666
C 3.74367 -1.31424 -1.49736
O 3.55219 -2.04355 -2.43561
O 4.93034 -0.86665 -1.10523
C 6.09042 -1.44377 -1.72867
C 6.47409 -2.69253 -0.97952
C 5.95606 -3.92403 -1.36041
C 6.24208 -5.05832 -0.62072
C 7.04524 -4.97125 0.50345
C 7.56344 -3.74597 0.88777
C 7.27563 -2.61017 0.15180
H 3.33321 -2.95832 3.02530
H 3.84133 -4.41778 2.17245
H 4.79857 -2.94672 2.03560
H 3.46579 -3.27890 -0.00160
H 1.03808 -3.20591 1.84629
H 0.97896 -3.31654 0.08606
H 1.66460 -4.63717 1.02776
H 2.06119 -1.02700 1.47695
H 3.80628 -0.95357 1.20446
H 2.69734 0.28677 -0.50838
H 1.35032 -1.90728 -1.83612
H -2.16822 -3.26154 -3.50720
H -3.89062 -1.58772 -2.51724
H -1.43630 1.05975 0.03404
H -3.81991 1.84897 1.36905
H -2.74652 4.10684 1.51388
H -1.56634 3.61473 0.29332
H -0.70251 1.86526 1.86550
H 0.35617 4.09120 1.71106
H -0.73119 4.71292 2.95507
H 0.45289 3.46796 3.35675
H -2.68937 1.49271 3.27898
H -1.34941 2.04069 4.27702
H -2.63519 3.16645 3.84056
H -7.37696 4.15319 0.97399
H -7.76395 2.56420 0.31110
H -8.39951 4.02346 -0.46495
H -7.42023 3.06323 -2.57659
H -6.51561 1.74975 -1.79502
H -5.66316 2.94405 -2.76867
H -6.78273 5.53437 -1.77677
H -5.82921 5.69878 -0.29464
H -5.05822 5.14281 -1.78703
H 6.86529 -0.67835 -1.66151
H 5.85982 -1.66499 -2.77505
H 5.32237 -3.98925 -2.23250
H 5.83409 -6.01159 -0.92209
H 7.26634 -5.85644 1.08109
H 8.18905 -3.67404 1.76524
H 7.67171 -1.65209 0.45596
*
```

Here are the Mulliken charges for atoms 1 to 5, given in e: -1.7064, 1.5749, -1.6925, -1.4797, -0.3473



Record 3
The following is a DFT calculation (ωB97M-V with the def2-TZVPD basis set) of C11H22N2O4 in the gas phase.

Calculated values
**ΔE to the lowest compared entry with this formula, charge and spin**: 0.000 eV
**SMILES string**: CCOC(=O)NCC(C)(C)CNC(=O)OCC
**E_LUMO**: 0.66 eV

```
! RIJCOSX wB97M-V def2-TZVPD def2/J DEFGRID3
* xyz 0 1
C 3.44713 -4.71754 -1.53753
C 2.83457 -3.44070 -2.08268
O 1.91652 -2.92993 -1.11676
C 1.52318 -1.64513 -1.30476
O 1.88586 -0.94972 -2.21895
N 0.69065 -1.27206 -0.30866
C 0.02766 0.00685 -0.28044
C -1.45511 -0.06070 -0.70110
C -1.56098 -0.51782 -2.15567
C -2.22396 -1.02859 0.20356
C -2.05670 1.35612 -0.59373
N -2.08394 1.87534 0.75012
C -1.24248 2.84097 1.17997
O -0.43254 3.41588 0.49855
O -1.45863 3.08351 2.49711
C -0.62899 4.08171 3.08972
C 0.73910 3.52901 3.46409
H 3.97913 -4.51291 -0.61235
H 4.14207 -5.12697 -2.26478
H 2.66952 -5.44957 -1.33640
H 2.29422 -3.63121 -3.01771
H 3.59926 -2.68210 -2.28092
H 0.44691 -1.96731 0.37720
H 0.10475 0.42252 0.72834
H 0.57122 0.65693 -0.96912
H -1.11880 -1.50337 -2.27644
H -1.03205 0.16949 -2.81008
H -2.60199 -0.56774 -2.46701
H -3.29196 -0.96089 0.00699
H -1.91441 -2.05336 0.01303
H -2.04840 -0.80657 1.25407
H -1.45553 2.05315 -1.18156
H -3.07671 1.34505 -0.99064
H -2.71224 1.46904 1.42325
H -1.17731 4.41248 3.97433
H -0.51765 4.91342 2.38675
H 1.26960 3.22302 2.56585
H 1.31649 4.29785 3.96930
H 0.63257 2.67183 4.12507
*
```

Here are the Mulliken charges for atoms 1 to 5, given in e: -1.2105, -0.1998, -0.3910, 0.5971, -0.6173



Record 4
The following is a DFT calculation (ωB97M-V with the def2-TZVPD basis set) of C39H56MnN2S2Si4 as an isolated structure.

Calculated values
**ΔE to the lowest compared entry with this formula, charge and spin**: 0.064 eV
**E_LUMO (alpha / beta)**: 1.71 / 2.62 eV

```
! RIJCOSX wB97M-V def2-TZVPD def2/J DEFGRID3
* xyz -1 5
Mn 0.79924 0.29382 -0.00241
C 0.47510 3.82058 -0.36008
N 1.25819 2.94821 0.50303
C 2.66890 3.02364 0.12718
C 3.45938 1.86490 0.67355
N 3.15001 0.58624 -0.00253
C 3.75274 -0.49830 0.80102
C 3.65009 0.57727 -1.36974
C 5.01789 0.44495 -1.59727
C 5.53897 0.42931 -2.87911
C 4.67358 0.55748 -3.95807
C 3.31583 0.69306 -3.74121
C 2.77009 0.70200 -2.45011
S 1.02762 0.87347 -2.29197
C 1.03827 3.21727 1.90028
C 1.08684 4.53060 2.36751
C 0.85213 4.83967 3.69601
C 0.56920 3.80842 4.58398
C 0.52901 2.50262 4.13291
C 0.76184 2.17124 2.78966
S 0.74311 0.47013 2.34992
H 0.83344 4.86101 -0.35701
H -0.56427 3.81025 -0.04342
H 0.53791 3.43405 -1.37226
H 3.11244 3.96779 0.47772
H 2.72142 3.02209 -0.96388
H 3.23240 1.72674 1.73201
H 4.53406 2.06749 0.58281
H 4.74096 -0.20778 1.17816
H 3.85259 -1.39325 0.19226
H 3.09931 -0.70320 1.64756
H 5.68531 0.33969 -0.75022
H 6.60383 0.30917 -3.03321
H 5.05579 0.54145 -4.97177
H 2.63790 0.78174 -4.58132
H 1.30232 5.32707 1.66503
H 0.88282 5.86905 4.03081
H 0.37453 4.02167 5.62841
H 0.30276 1.69877 4.82277
C -2.35604 0.16899 -3.53687
Si -2.56705 1.51680 -2.23689
C -4.42334 1.90040 -2.21401
C -1.84995 3.11678 -2.93318
Si -1.79254 0.75647 -0.12974
Si -2.89155 2.00783 1.51639
C -2.61303 3.87502 1.50051
C -4.76844 1.83181 1.33148
C -2.55806 1.39179 3.27230
Si -2.91013 -1.30724 -0.04304
C -4.73679 -1.28755 -0.54516
C -2.19675 -2.52465 -1.29450
C -2.95015 -1.97781 1.72051
H -2.41632 0.62279 -4.53183
H -3.16773 -0.56054 -3.45126
H -1.40652 -0.36011 -3.46073
H -4.72608 2.02193 -3.26138
H -4.63645 2.84031 -1.70136
H -5.04162 1.12521 -1.76966
H -2.46659 3.39337 -3.79617
H -0.82171 2.98983 -3.27043
H -1.88866 3.94093 -2.21908
H -2.78675 4.32275 0.51839
H -1.61985 4.16433 1.84831
H -3.34607 4.29968 2.19563
H -5.17025 2.21160 0.39494
H -5.20796 2.41115 2.15287
H -5.09560 0.80167 1.44911
H -1.69930 0.72410 3.33552
H -3.43941 0.85855 3.63959
H -2.37565 2.24400 3.93322
H -4.91790 -0.90548 -1.54850
H -5.40876 -0.78624 0.14696
H -5.00155 -2.35324 -0.55582
H -2.74364 -2.39504 -2.23468
H -2.34359 -3.55670 -0.96205
H -1.13620 -2.37770 -1.48521
H -3.74164 -1.44633 2.26079
H -2.02691 -1.83610 2.27773
H -3.19993 -3.04286 1.71971
C -0.46710 -6.63409 1.89835
C -0.12380 -6.25736 0.60556
C 0.15511 -4.93269 0.30527
C 0.10298 -3.94729 1.29403
C -0.26481 -4.33907 2.58498
C -0.53995 -5.66378 2.88963
C 0.34525 -2.51453 1.03287
C 1.06435 -1.90631 0.07953
C 1.90839 -2.71394 -0.82364
C 1.77946 -2.62166 -2.21399
C 2.60022 -3.35139 -3.06295
C 3.58515 -4.18399 -2.54964
C 3.73481 -4.28065 -1.17090
C 2.90803 -3.56033 -0.32368
H -0.68501 -7.67038 2.12717
H -0.07782 -7.00174 -0.18099
H 0.40787 -4.65489 -0.71314
H -0.33497 -3.57985 3.35658
H -0.81774 -5.93747 3.90080
H -0.18234 -1.88141 1.74674
H 1.03194 -1.95237 -2.62359
H 2.47630 -3.25270 -4.13542
H 4.23551 -4.74183 -3.21254
H 4.49807 -4.92725 -0.75252
H 3.02302 -3.64398 0.75209
*
```

Here are the Mulliken charges for atoms 1 to 5, given in e: 1.5510, -1.0142, 1.3587, -1.3768, -1.4900



Record 5
The following is a DFT calculation (ωB97M-V with the def2-TZVPD basis set) of C6H31B4NO2Sn as an isolated structure at a distorted geometry.

Calculated values
**ΔE to the lowest compared entry with this formula, charge and spin**: 0.000 eV
**E_LUMO**: 4.49 eV

```
! RIJCOSX wB97M-V def2-TZVPD def2/J DEFGRID3
* xyz -2 1
Sn 10.97702 -5.37088 -6.21193
B 9.69635 -7.85398 -7.64776
H 9.02609 -6.93981 -7.14713
H 10.45599 -7.52748 -8.55225
H 10.40954 -8.54233 -6.89339
H 8.84921 -8.68017 -8.03140
B 13.36587 -7.21790 -6.06874
H 13.20493 -6.14070 -5.43629
H 12.71958 -8.04237 -5.39887
H 12.82227 -7.12139 -7.17769
H 14.57263 -7.39102 -6.22126
B 13.52363 -3.70934 -7.14375
H 12.86725 -2.67832 -7.37181
H 13.01323 -4.63359 -7.79599
H 14.69372 -3.52407 -7.49081
H 13.42652 -4.05438 -5.95936
B 9.66853 -4.55370 -9.02852
H 9.64470 -4.82440 -10.22932
H 10.81154 -4.80108 -8.58197
H 9.30663 -3.38572 -8.79378
H 8.84338 -5.25015 -8.44080
C 6.87421 -3.91161 -5.01442
O 7.90393 -4.84009 -4.72755
C 7.61333 -5.68018 -3.73945
C 8.57586 -6.85044 -3.67387
N 10.00934 -6.44043 -3.78739
C 10.38845 -5.73152 -2.58735
C 11.79837 -5.22195 -2.67562
O 11.91626 -4.24099 -3.66423
C 13.14061 -3.58726 -3.57777
H 6.71621 -3.15937 -4.22579
H 5.94497 -4.49328 -5.16570
H 7.08257 -3.42788 -5.96360
H 6.60474 -6.08101 -3.91010
H 7.63796 -5.15575 -2.77304
H 8.35230 -7.49886 -4.53003
H 8.41292 -7.50750 -2.80169
H 10.47101 -7.35364 -3.85123
H 10.43183 -6.36400 -1.68616
H 9.67049 -4.91759 -2.60309
H 12.46748 -6.03749 -2.98417
H 12.08350 -4.82192 -1.69544
H 13.11490 -2.74913 -4.26581
H 13.97876 -4.20433 -3.91708
H 13.34882 -3.26483 -2.54540
*
```

Here are the Mulliken charges for atoms 1 to 5, given in e: -0.6873, 0.5333, -0.3793, -0.2081, -0.1989



Record 6
The following is a DFT calculation (ωB97M-V with the def2-TZVPD basis set) of C2H6N2O2 as an isolated structure at a distorted geometry.

Calculated values
**ΔE to the lowest compared entry with this formula, charge and spin**: 5.038 eV
**E_LUMO**: 0.33 eV

```
! RIJCOSX wB97M-V def2-TZVPD def2/J DEFGRID3
* xyz 0 1
C -0.05244 0.61157 -0.03851
C 1.45213 0.35360 0.09192
H -2.65987 -0.92231 -0.75177
H -2.13778 -1.69129 0.76120
H -0.15226 -1.29754 0.14963
H 1.51016 0.33101 1.16691
H 2.44397 1.19031 -0.13207
H 1.68859 -1.49040 -0.97839
N -2.11103 -0.52183 0.11586
N -0.75651 -0.56753 -0.10693
O -0.43775 1.72970 -0.07113
O 1.81048 -1.01536 -0.00368
*
```

Here are the Mulliken charges for atoms 1 to 5, given in e: 0.3266, -0.1333, 0.2708, 0.2907, 0.3570